Entry 1:
{
  "formula": "CHNO2",
  "method": "ωB97M-V/def2-TZVPD",
  "orbital_gap_ev": 11.70,
  "e_homo_ha": -0.40490,
  "smiles": "O=C1NO1",
  "species": ["O", "C", "N", "O", "H"],
  "positions_angstrom": [[1.5121, -0.8240, 0.1293], [0.6177, -0.0911, 0.0246], [-0.7600, 0.0899, -0.5179], [0.0998, 1.0729, 0.2316], [-1.4695, -0.2477, 0.1323]],
  "lowdin_charge": [0.20, -0.54, 0.16, 0.09, 0.09]
}


Entry 2:
{
  "formula": "C4H7NO2",
  "method": "ωB97M-V/def2-TZVPD",
  "orbital_gap_ev": 10.80,
  "e_homo_ha": -0.36684,
  "smiles": "NC(=O)C[C@H]1CO1",
  "species": ["N", "C", "O", "C", "C", "C", "O", "H", "H", "H", "H", "H", "H", "H"],
  "positions_angstrom": [[1.7838, 0.6171, 1.7827], [0.5582, 0.4312, 1.2057], [-0.4120, 1.0704, 1.5743], [0.4145, -0.6616, 0.1533], [-1.0190, -0.6492, -0.3182], [-1.4150, 0.2155, -1.4227], [-1.2727, -1.1886, -1.6077], [1.8178, 1.3879, 2.4350], [2.6424, 0.3705, 1.3166], [0.6813, -1.6314, 0.5946], [1.0764, -0.5179, -0.7103], [-1.7526, -0.8846, 0.4531], [-0.6554, 0.8301, -1.9082], [-2.4308, 0.6024, -1.4829]],
  "lowdin_charge": [0.15, -0.53, 0.06, -0.06, -0.32, -0.11, -0.04, 0.11, 0.10, 0.13, 0.13, 0.15, 0.12, 0.12]
}


Entry 3:
{
  "formula": "C27H32F42N9O29S14",
  "method": "ωB97M-V/def2-TZVPD",
  "orbital_gap_ev": 6.28,
  "e_homo_ha": -0.01254,
  "charge": -5,
  "species": ["C", "C", "C", "O", "C", "N", "H", "H", "H", "H", "H", "H", "H", "H", "H", "H", "H", "H", "C", "C", "C", "N", "C", "C", "C", "C", "C", "C", "H", "H", "H", "H", "H", "H", "H", "H", "H", "H", "H", "H", "H", "H", "H", "H", "H", "H", "H", "H", "C", "F", "F", "F", "S", "O", "O", "N", "S", "O", "O", "C", "F", "F", "F", "C", "F", "F", "F", "S", "O", "O", "N", "S", "O", "O", "C", "F", "F", "F", "C", "F", "F", "F", "S", "O", "O", "N", "S", "O", "O", "C", "F", "F", "F", "C", "F", "F", "F", "S", "O", "O", "N", "S", "O", "O", "C", "F", "F", "F", "C", "F", "F", "F", "S", "O", "O", "N", "S", "O", "O", "C", "F", "F", "F", "C", "F", "F", "F", "S", "O", "O", "N", "S", "O", "O", "C", "F", "F", "F", "C", "F", "F", "F", "S", "O", "O", "N", "S", "O", "O", "C", "F", "F", "F"],
  "positions_angstrom": [[-14.3271, -0.5355, -20.0975], [-13.2248, 0.3942, -19.7408], [-13.6767, 1.4904, -18.8081], [-14.2254, 0.9854, -17.6233], [-14.6929, 1.8742, -16.5596], [-12.1481, -0.4283, -19.0289], [-11.3111, 0.0980, -18.8226], [-12.5695, -0.7317, -18.1626], [-11.8422, -1.2114, -19.5886], [-13.9776, -1.2430, -20.8494], [-15.2306, -0.1358, -20.5579], [-14.7194, -1.0736, -19.2346], [-12.8114, 0.7432, -20.6871], [-14.4551, 1.9545, -19.4137], [-12.8888, 2.2413, -18.7492], [-15.3277, 2.6352, -17.0135], [-13.8869, 2.4502, -16.1050], [-15.1652, 1.3204, -15.7482], [-18.7584, 0.6331, -18.4896], [-18.0236, 0.0447, -17.2240], [-18.4740, -1.4496, -16.9480], [-17.8276, -2.1311, -15.7690], [-16.2612, -1.9721, -15.7190], [-15.6810, -2.8389, -14.6061], [-16.0628, -4.3706, -14.5995], [-17.6025, -4.5253, -14.7316], [-18.1313, -3.6804, -15.9005], [-18.5099, -1.6000, -14.4792], [-18.4062, 1.6252, -18.7721], [-19.8162, 0.8176, -18.3017], [-18.6834, 0.0055, -19.3776], [-18.1203, 0.6996, -16.3581], [-16.9927, -0.0938, -17.5500], [-18.2719, -2.0430, -17.8398], [-19.5427, -1.4413, -16.7338], [-16.0018, -2.2817, -16.7314], [-15.9526, -0.9268, -15.7056], [-14.5990, -2.7168, -14.6552], [-15.9982, -2.4502, -13.6384], [-15.5387, -4.7941, -15.4563], [-15.7386, -5.0016, -13.7720], [-17.9110, -5.5688, -14.7936], [-17.9689, -4.1345, -13.7823], [-17.6712, -3.9867, -16.8400], [-19.2032, -3.8461, -16.0086], [-18.5405, -0.5132, -14.5574], [-18.0498, -1.9547, -13.5570], [-19.5282, -1.9874, -14.4450], [-12.0670, -4.8234, -19.0464], [-12.1602, -5.9189, -19.8486], [-11.2843, -5.1969, -18.0356], [-11.3625, -3.7737, -19.6450], [-13.8010, -4.2127, -18.5465], [-14.4664, -5.1852, -17.6313], [-13.5055, -2.8973, -18.0242], [-14.4982, -4.1100, -20.1464], [-15.9584, -4.2518, -19.8821], [-16.4348, -5.6407, -19.6770], [-16.4645, -3.3178, -18.8570], [-16.7687, -3.6097, -21.5449], [-16.5337, -2.3315, -21.7299], [-16.3522, -4.3734, -22.6060], [-18.0637, -3.8608, -21.4986], [-21.9178, 5.8229, -16.7706], [-21.0825, 5.1114, -17.5108], [-21.2566, 6.9535, -16.3630], [-23.0480, 6.1966, -17.4110], [-22.4461, 4.7678, -15.1590], [-21.2326, 4.7914, -14.2862], [-23.6367, 5.4590, -14.6110], [-22.8509, 3.2344, -15.8314], [-21.6691, 2.3597, -15.4369], [-20.3992, 2.6846, -16.1325], [-21.4947, 2.0975, -13.9966], [-22.2608, 0.5390, -16.1398], [-21.2591, -0.2955, -15.9196], [-23.4014, 0.0857, -15.5445], [-22.4466, 0.5432, -17.5215], [-15.0990, -10.7344, -13.0361], [-15.4876, -11.7195, -13.8620], [-15.6887, -9.6349, -13.4880], [-15.5781, -10.9149, -11.7951], [-13.1712, -10.5218, -12.9987], [-12.7457, -11.4845, -11.9391], [-12.7745, -10.8984, -14.3432], [-13.0952, -8.8831, -12.3685], [-12.4345, -8.1464, -13.5646], [-11.1272, -8.6256, -13.9674], [-13.4111, -7.8444, -14.6187], [-12.0927, -6.4669, -12.8521], [-11.2309, -6.5513, -11.9023], [-11.6298, -5.6985, -13.8031], [-13.2584, -6.0347, -12.4863], [-17.5106, 2.0501, -21.8187], [-17.3994, 1.2707, -20.7165], [-18.4578, 1.7241, -22.6744], [-17.5925, 3.2867, -21.5406], [-15.9752, 1.7422, -22.9470], [-14.8369, 2.3443, -22.2550], [-15.9409, 0.3098, -23.0403], [-16.4586, 2.7027, -24.3147], [-15.5784, 2.1114, -25.4691], [-14.2428, 1.6667, -25.0774], [-16.2975, 1.3114, -26.4530], [-15.1681, 3.7982, -26.4451], [-16.3387, 4.3143, -26.9310], [-14.6885, 4.6813, -25.5266], [-14.3074, 3.5599, -27.4075], [-23.8606, -6.3886, -17.2869], [-23.4292, -7.3877, -17.9665], [-25.0191, -5.8974, -17.7886], [-24.0076, -6.7039, -16.0014], [-22.4104, -5.0619, -17.3526], [-22.7579, -4.0674, -16.3594], [-21.1978, -5.8201, -17.0685], [-22.5816, -4.5550, -18.9864], [-22.3118, -3.0144, -18.8412], [-23.4752, -2.2144, -18.3464], [-21.0170, -2.6721, -18.1990], [-22.1046, -2.4053, -20.6856], [-23.3212, -2.4737, -21.1873], [-21.7841, -1.1033, -20.7010], [-21.2175, -3.1226, -21.3885], [-15.1304, -3.3094, -10.6868], [-15.3944, -3.5222, -9.3854], [-13.9740, -3.8962, -11.0723], [-16.1577, -3.8158, -11.4364], [-14.9708, -1.4350, -11.1149], [-14.1578, -0.9005, -10.0331], [-14.3508, -1.2226, -12.4132], [-16.6470, -1.0421, -11.0041], [-16.6732, 0.4194, -11.4785], [-15.8501, 1.3320, -10.6687], [-16.5011, 0.6798, -12.9388], [-18.4380, 0.9484, -10.9880], [-19.2745, 0.4653, -11.8606], [-18.6854, 0.6118, -9.7043], [-18.5307, 2.2725, -10.9939], [-21.5314, -7.2414, -13.3850], [-21.8898, -6.4980, -14.4144], [-22.4398, -8.2216, -13.1736], [-20.3402, -7.7520, -13.6208], [-21.3753, -6.1182, -11.7719], [-21.9630, -6.9394, -10.7023], [-19.9431, -5.8510, -11.5325], [-22.4834, -4.8094, -12.1138], [-21.4984, -3.7008, -12.4030], [-20.7579, -3.2820, -11.1996], [-20.6393, -3.7767, -13.5782], [-22.7884, -2.2586, -12.6272], [-21.9749, -1.3086, -13.0626], [-23.7352, -2.5941, -13.5176], [-23.3739, -1.9138, -11.4860]],
  "lowdin_charge": [-0.05, -0.29, -0.21, -0.18, -0.03, 0.24, 0.16, 0.13, 0.14, 0.10, 0.08, 0.08, 0.16, 0.13, 0.13, 0.09, 0.08, 0.09, -0.08, -0.16, -0.13, -0.17, -0.06, -0.15, -0.15, -0.14, -0.05, 0.04, 0.05, 0.06, 0.07, 0.10, 0.08, 0.11, 0.09, 0.10, 0.11, 0.11, 0.06, 0.08, 0.10, 0.13, 0.09, 0.11, 0.12, 0.09, 0.09, 0.08, -0.58, 0.11, 0.14, 0.04, 0.73, -0.27, -0.33, -0.30, 0.54, -0.31, -0.35, -0.63, 0.15, 0.08, 0.15, -0.59, 0.14, 0.08, 0.09, 0.72, -0.35, -0.37, -0.32, 0.55, -0.35, -0.34, -0.53, 0.13, 0.10, 0.06, -0.65, 0.11, 0.13, 0.11, 0.70, -0.38, -0.32, -0.28, 0.52, -0.34, -0.31, -0.80, 0.18, 0.16, 0.16, -0.69, 0.11, 0.14, 0.20, 0.66, -0.35, -0.31, -0.29, 0.55, -0.35, -0.33, -0.62, 0.07, 0.08, 0.13, -0.68, 0.16, 0.11, 0.13, 0.66, -0.31, -0.30, -0.31, 0.60, -0.34, -0.34, -0.65, 0.11, 0.12, 0.12, -0.58, 0.13, 0.10, 0.10, 0.67, -0.34, -0.31, -0.28, 0.55, -0.36, -0.35, -0.68, 0.17, 0.11, 0.13, -0.64, 0.12, 0.10, 0.15, 0.71, -0.37, -0.32, -0.29, 0.51, -0.34, -0.31, -0.65, 0.12, 0.12, 0.13]
}


Entry 4:
{
  "formula": "C4H9NO2",
  "method": "ωB97M-V/def2-TZVPD",
  "orbital_gap_ev": 10.82,
  "e_homo_ha": -0.36185,
  "smiles": "C/N=C/OCCO",
  "species": ["C", "N", "C", "O", "C", "C", "O", "H", "H", "H", "H", "H", "H", "H", "H", "H"],
  "positions_angstrom": [[-1.3044, 2.1612, 0.3776], [-0.6055, 0.9234, 0.0827], [-1.2707, -0.1514, 0.0430], [-0.7488, -1.3386, -0.2728], [0.5640, -1.3442, -0.8675], [1.6990, -1.3408, 0.1430], [1.9280, -0.1141, 0.7829], [-1.3910, 2.3121, 1.4590], [-0.7265, 2.9986, -0.0204], [-2.3079, 2.1980, -0.0648], [-2.3418, -0.2464, 0.2543], [0.5908, -2.2705, -1.4480], [0.6429, -0.4860, -1.5438], [1.5033, -2.1394, 0.8764], [2.6097, -1.6209, -0.4075], [1.1590, 0.4590, 0.6058]],
  "lowdin_charge": [-0.11, -0.02, -0.24, -0.04, -0.16, -0.26, -0.08, 0.08, 0.07, 0.08, 0.15, 0.13, 0.13, 0.12, 0.12, 0.04]
}


Short version: E_tot = -6635.3523 -9845.8551 -367118.3238 -9878.1735 eV, in the order given.